Record 1
ORCA calculation (ωB97M-V/def2-TZVPD) on C42H46CaN6S3 as an isolated structure at a distorted geometry.

As for the total charge: +2. The calculation puts the total energy at -3828.146864 hartree. For the highest occupied orbital energy, the calculation gives -13.84 eV. For the lowest unoccupied orbital energy, the calculation gives -4.607 eV.

Last column: Löwdin charge in e.
Positions of all 98 atoms, in Å:
Ca -0.12 0.09 0.66  1.281
C -0.32 -2.90 1.83  -0.092
N -1.21 -2.07 0.99  -0.382
C -1.38 -2.72 -0.33  -0.080
C -2.51 -1.85 1.66  -0.181
C -2.54 -0.56 2.49  -0.177
N -2.19 0.64 1.69  -0.400
C -3.23 0.95 0.70  -0.069
C -1.98 1.81 2.56  -0.081
H -0.69 -3.93 1.89  0.102
H -0.25 -2.48 2.83  0.090
H 0.69 -2.91 1.41  0.073
H -1.88 -3.69 -0.25  0.104
H -0.40 -2.88 -0.79  0.095
H -1.97 -2.08 -0.99  0.089
H -2.76 -2.69 2.31  0.135
H -3.29 -1.82 0.90  0.115
H -1.82 -0.63 3.31  0.123
H -3.53 -0.46 2.94  0.138
H -4.19 1.15 1.18  0.107
H -3.36 0.13 -0.01  0.084
H -2.93 1.84 0.14  0.085
H -2.89 2.09 3.09  0.105
H -1.66 2.66 1.95  0.090
H -1.21 1.59 3.30  0.081
N 0.23 1.73 -0.71  -0.472
S 1.09 2.89 -0.94  0.744
N 2.11 3.36 0.26  -0.359
S 3.51 2.79 0.56  0.882
N 3.80 1.30 0.78  -0.359
S 3.10 0.26 1.84  0.749
N 1.83 -0.36 1.47  -0.460
C 4.46 -0.83 2.05  -0.339
C 4.14 -2.03 2.68  -0.066
C 5.14 -2.96 2.90  -0.047
C 6.44 -2.69 2.50  -0.046
C 6.75 -1.50 1.87  -0.048
C 5.76 -0.55 1.65  -0.064
C 3.04 1.13 3.38  -0.313
C 4.00 0.96 4.37  -0.046
C 3.86 1.64 5.58  -0.043
C 2.78 2.48 5.78  -0.047
C 1.82 2.65 4.78  -0.056
C 1.95 1.98 3.58  -0.096
C 4.00 3.79 1.94  -0.325
C 5.23 3.47 2.51  -0.053
C 5.70 4.27 3.54  -0.040
C 4.96 5.36 3.97  -0.039
C 3.73 5.66 3.39  -0.043
C 3.24 4.87 2.36  -0.061
C 4.70 3.20 -0.69  -0.311
C 4.86 4.55 -0.96  -0.059
C 5.82 4.93 -1.89  -0.044
C 6.59 3.96 -2.53  -0.042
C 6.40 2.61 -2.25  -0.044
C 5.45 2.22 -1.31  -0.056
C 0.26 4.43 -1.17  -0.330
C -1.00 4.32 -1.75  -0.060
C -1.72 5.48 -2.00  -0.049
C -1.19 6.72 -1.66  -0.047
C 0.07 6.81 -1.09  -0.051
C 0.81 5.66 -0.83  -0.078
C 2.09 2.71 -2.39  -0.319
C 2.46 1.40 -2.69  -0.077
C 3.24 1.16 -3.81  -0.056
C 3.64 2.22 -4.61  -0.051
C 3.27 3.52 -4.30  -0.047
C 2.48 3.78 -3.18  -0.048
H 3.12 -2.23 2.98  0.109
H 4.90 -3.90 3.39  0.117
H 7.22 -3.43 2.67  0.118
H 7.77 -1.29 1.56  0.116
H 6.00 0.39 1.17  0.089
H 4.84 0.31 4.21  0.115
H 4.59 1.50 6.35  0.119
H 2.67 3.00 6.72  0.118
H 0.99 3.32 4.94  0.117
H 1.21 2.13 2.80  0.089
H 5.81 2.62 2.16  0.116
H 6.66 4.05 3.99  0.121
H 5.34 5.99 4.77  0.120
H 3.16 6.50 3.74  0.119
H 2.28 5.07 1.91  0.102
H 4.27 5.31 -0.46  0.116
H 5.97 5.97 -2.11  0.120
H 7.34 4.26 -3.24  0.120
H 6.99 1.86 -2.75  0.120
H 5.28 1.17 -1.10  0.107
H -1.40 3.35 -2.00  0.106
H -2.70 5.41 -2.45  0.117
H -1.76 7.61 -1.86  0.118
H 0.48 7.78 -0.83  0.116
H 1.79 5.73 -0.39  0.090
H 2.12 0.58 -2.06  0.100
H 3.53 0.15 -4.06  0.117
H 4.24 2.03 -5.49  0.118
H 3.57 4.34 -4.93  0.120
H 2.18 4.79 -2.95  0.115

---

Record 2
ORCA calculation (ωB97M-V/def2-TZVPD) on C42H46F3GeIN3O2PbSb as an isolated structure at a distorted geometry.

Its relative energy (zero: lowest compared OMol25 entry of this formula, charge and spin) is 3.82 kcal/mol. As for the total charge: -2. The calculation puts the total energy at -5049.897001 hartree. For the highest occupied orbital energy (spin up / spin down), the calculation gives 0.29 / 1.64 eV. For the lowest unoccupied orbital energy (spin up / spin down), the calculation gives 3.664 / 3.681 eV.

Last column: Löwdin charge in e.
Positions of all 100 atoms, in Å:
Pb 1.29 -0.19 0.35  1.360
C 1.90 -2.35 2.80  -0.349
C 1.47 -3.14 1.71  -0.342
C 2.58 -3.25 0.82  -0.304
C 3.62 -2.41 1.30  -0.295
C 3.22 -1.91 2.59  -0.228
C 3.89 -0.90 3.61  -0.043
C 4.87 -2.08 0.55  -0.076
C 2.59 -3.96 -0.49  -0.076
C 0.06 -3.67 1.62  -0.077
C 1.04 -1.98 3.98  -0.084
H 4.88 -0.61 3.37  0.042
H 3.90 -1.43 4.58  0.063
H 3.23 -0.02 3.65  0.041
H 5.81 -2.32 1.09  0.068
H 4.87 -0.99 0.38  0.045
H 4.86 -2.57 -0.44  0.070
H 3.41 -4.68 -0.58  0.065
H 2.62 -3.17 -1.26  0.062
H 1.71 -4.56 -0.62  0.043
H -0.67 -2.83 1.62  0.051
H -0.17 -4.33 2.48  0.075
H -0.06 -4.18 0.68  0.039
H 0.69 -2.85 4.59  0.068
H 0.10 -1.41 3.79  0.056
H 1.63 -1.31 4.61  0.047
C 1.44 5.21 1.95  -0.238
Ge 0.83 3.90 0.73  0.759
C -1.01 3.19 0.91  -0.235
C 0.72 4.73 -1.01  -0.227
C 2.12 2.36 0.64  -0.463
H 1.61 4.87 2.99  0.022
H 0.60 5.90 2.07  0.003
H 2.37 5.65 1.58  0.032
H -1.77 3.92 1.12  -0.002
H -1.13 2.50 1.79  0.022
H -1.32 2.64 0.03  -0.039
H -0.09 5.45 -1.02  0.007
H 0.57 3.94 -1.73  0.003
H 1.56 5.33 -1.37  0.022
H 2.58 2.43 -0.35  -0.109
I 4.94 2.10 -1.02  0.405
C 4.51 2.54 1.07  -0.645
C 5.54 2.95 1.89  -0.226
C 5.43 2.91 3.31  -0.177
C 4.14 2.67 3.84  -0.135
C 3.05 2.37 2.98  -0.154
N 3.19 2.34 1.59  -0.243
H 6.49 3.32 1.41  0.075
H 6.40 2.86 3.82  0.070
H 3.97 2.68 4.91  0.084
H 2.07 2.10 3.36  0.097
F -3.82 -3.80 4.48  0.034
C -3.78 -2.98 3.40  -0.261
C -3.05 -1.75 3.52  0.010
C -2.85 -0.97 2.34  -0.153
C -3.22 -1.44 1.11  -0.389
C -3.90 -2.62 1.00  -0.143
C -4.26 -3.36 2.14  -0.014
Sb -2.50 -0.17 -0.67  1.532
C -4.46 0.79 -1.18  -0.327
C -4.56 1.75 -2.21  -0.118
C -5.83 2.15 -2.67  -0.033
C -6.98 1.72 -2.03  -0.279
F -8.20 2.08 -2.53  0.019
C -6.88 0.77 -0.98  -0.023
C -5.62 0.39 -0.51  -0.127
C -2.64 -1.84 -2.03  -0.361
C -2.11 -3.06 -1.60  -0.125
C -1.81 -4.05 -2.54  0.004
C -2.17 -3.83 -3.89  -0.225
F -1.88 -4.74 -4.87  0.013
C -2.77 -2.58 -4.32  -0.015
C -2.92 -1.59 -3.38  -0.132
H -2.64 -1.41 4.44  0.092
H -2.35 0.00 2.41  0.087
H -4.20 -2.96 0.02  0.090
H -4.82 -4.27 2.11  0.098
H -3.62 2.15 -2.61  0.083
H -5.89 2.85 -3.54  0.122
H -7.82 0.34 -0.62  0.108
H -5.55 -0.17 0.41  0.087
H -1.98 -3.24 -0.58  0.054
H -1.29 -4.92 -2.22  0.104
H -3.06 -2.40 -5.36  0.108
H -3.34 -0.62 -3.59  0.084
C -0.55 2.12 -5.15  -0.060
N 0.34 1.50 -4.21  -0.068
C 1.62 1.17 -4.59  -0.079
C 2.44 0.42 -3.82  0.006
C 1.97 0.05 -2.47  -0.525
O 2.70 -0.60 -1.64  -0.208
N 0.74 0.52 -2.12  0.068
C -0.15 1.08 -2.94  -0.473
O -1.38 1.23 -2.66  -0.175
H -0.08 2.96 -5.73  0.099
H -1.43 2.52 -4.63  0.081
H -0.82 1.45 -5.95  0.076
H 1.79 1.43 -5.66  0.127
H 3.44 0.17 -4.19  0.098